Below is a structure of composition C48H38ClINO3P2PdSi in a non-equilibrium geometry, with properties calculated with ωB97M-V/def2-TZVPD.

Results
**Lowest unoccupied orbital energy (alpha / beta)**: -0.088 / -0.200 Ha
**Total charge**: +1
**Spin multiplicity**: 5
**Frontier orbital gap (alpha / beta)**: 5.3 / 5.6 eV

Each line ends with the Löwdin spin population.
Element x y z (Å)
1 Pd -0.329 0.201 -0.878  0.587
2 C -0.550 -2.345 -3.375  0.009
3 Si -0.509 -2.091 -1.529  0.053
4 C 0.960 -2.995 -0.770  0.004
5 C 1.036 -4.390 -0.725  0.001
6 C 2.148 -5.018 -0.193  0.000
7 C 3.217 -4.266 0.290  0.001
8 C 3.167 -2.885 0.246  0.004
9 C 2.031 -2.261 -0.266  0.015
10 P 1.890 -0.463 -0.395  0.106
11 C 3.177 0.021 -1.571  0.015
12 C 2.968 -0.240 -2.924  0.006
13 C 3.973 0.001 -3.843  0.001
14 C 5.197 0.500 -3.420  0.005
15 C 5.417 0.747 -2.074  0.001
16 C 4.415 0.506 -1.148  0.007
17 C 2.327 0.289 1.186  0.013
18 C 2.346 -0.453 2.364  0.009
19 C 2.601 0.169 3.576  0.000
20 C 2.840 1.533 3.620  0.011
21 C 2.822 2.281 2.450  0.001
22 C 2.561 1.666 1.239  0.010
23 C -2.096 -2.667 -0.717  0.006
24 C -2.830 -3.729 -1.249  0.001
25 C -3.995 -4.165 -0.640  0.000
26 C -4.449 -3.541 0.516  0.001
27 C -3.739 -2.486 1.056  0.002
28 C -2.573 -2.042 0.437  0.008
29 P -1.581 -0.704 1.183  0.124
30 C -1.136 -1.514 2.763  0.027
31 C -1.724 -1.210 3.986  0.011
32 C -1.398 -1.941 5.120  0.000
33 C -0.500 -2.991 5.041  0.008
34 C 0.070 -3.318 3.819  -0.001
35 C -0.247 -2.585 2.690  0.008
36 C -2.768 0.608 1.578  0.014
37 C -2.469 1.586 2.527  0.009
38 C -3.325 2.654 2.730  0.001
39 C -4.486 2.768 1.980  0.010
40 C -4.786 1.808 1.026  0.000
41 C -3.933 0.736 0.822  0.011
42 H -0.346 -3.387 -3.617  0.002
43 H 0.204 -1.734 -3.870  0.001
44 H -1.521 -2.071 -3.778  0.000
45 H 0.217 -4.991 -1.095  0.000
46 H 2.192 -6.097 -0.155  0.000
47 H 4.087 -4.760 0.695  0.000
48 H 4.000 -2.300 0.612  0.000
49 H 2.011 -0.611 -3.265  0.001
50 H 3.796 -0.191 -4.891  0.000
51 H 5.979 0.693 -4.139  0.000
52 H 6.373 1.125 -1.740  0.000
53 H 4.607 0.689 -0.102  0.000
54 H 2.173 -1.517 2.343  0.000
55 H 2.614 -0.418 4.483  0.000
56 H 3.041 2.016 4.566  0.001
57 H 3.001 3.346 2.480  0.000
58 H 2.529 2.261 0.334  0.000
59 H -2.496 -4.217 -2.154  0.000
60 H -4.552 -4.986 -1.065  0.000
61 H -5.358 -3.878 0.993  0.000
62 H -4.094 -2.007 1.960  0.000
63 H -2.453 -0.419 4.068  0.001
64 H -1.862 -1.694 6.062  0.000
65 H -0.255 -3.562 5.925  0.000
66 H 0.757 -4.149 3.741  0.000
67 H 0.191 -2.864 1.740  0.001
68 H -1.557 1.523 3.106  0.000
69 H -3.083 3.401 3.472  0.000
70 H -5.154 3.600 2.140  0.001
71 H -5.695 1.887 0.445  0.000
72 H -4.188 -0.016 0.085  0.001
73 Cl 1.485 6.754 -2.600  0.093
74 C 1.158 5.072 -2.630  0.298
75 C 1.318 4.406 -3.868  0.046
76 C 1.065 3.076 -3.951  0.207
77 I 1.249 2.057 -5.737  0.041
78 C 0.639 2.330 -2.771  0.200
79 O 0.427 1.079 -2.858  0.382
80 C 0.472 3.025 -1.535  0.105
81 N 0.054 2.298 -0.463  0.255
82 C -0.094 2.951 0.735  0.136
83 C 0.132 4.278 0.894  0.095
84 C 0.558 5.061 -0.213  0.254
85 C 0.735 4.423 -1.436  0.032
86 H 1.635 4.978 -4.727  -0.002
87 H -0.386 2.327 1.568  0.005
88 H -0.002 4.726 1.866  0.001
89 H 0.742 6.118 -0.112  0.016
90 C -3.525 2.408 -2.806  0.026
91 O -2.379 2.046 -1.984  0.057
92 C -2.112 0.773 -1.908  0.288
93 O -2.710 -0.148 -2.402  0.351
94 H -3.432 3.479 -2.963  0.002
95 H -4.436 2.173 -2.258  0.002
96 H -3.487 1.863 -3.748  0.005